# 1
ORCA calculation (ωB97M-V with the def2-TZVPD basis set) on a structure of composition C26H36IrN3O at a distorted geometry.

```
67
Properties=species:S:1:pos:R:3:mulliken_charge:R:1
C 1.161 -2.225 0.248 0.509
C 2.122 -1.535 -0.573 0.310
C 1.700 -1.652 -1.944 0.258
C 0.457 -2.376 -1.969 0.234
C 0.132 -2.741 -0.614 0.700
Ir 0.179 -0.533 -0.792 0.517
C -2.242 1.855 -0.497 1.764
C -1.559 1.409 0.597 -1.320
H -1.283 2.040 1.440 0.320
C -1.009 0.039 0.682 -0.499
H -1.802 -0.719 0.817 0.825
H -0.369 0.017 1.584 0.362
C -2.658 3.272 -0.696 -1.561
H -2.241 3.938 0.063 0.335
H -2.352 3.631 -1.686 0.313
H -3.755 3.346 -0.665 0.466
C -3.043 0.869 -1.315 -1.211
H -2.757 -0.169 -1.116 0.081
H -4.113 0.961 -1.067 0.454
H -2.946 1.053 -2.392 0.339
C 3.327 -0.786 -0.107 -1.377
H 3.415 -0.857 0.979 0.374
H 4.232 -1.189 -0.575 0.370
H 3.245 0.277 -0.367 0.227
C 2.435 -1.083 -3.116 -1.119
H 2.723 -0.043 -2.923 0.277
H 3.351 -1.654 -3.307 0.359
H 1.812 -1.114 -4.013 0.366
C -0.361 -2.705 -3.178 -1.382
H -0.163 -1.992 -3.983 0.360
H -0.119 -3.709 -3.547 0.342
H -1.429 -2.681 -2.936 0.285
C -1.082 -3.516 -0.203 -1.600
H -1.979 -3.125 -0.699 0.360
H -0.980 -4.570 -0.489 0.364
H -1.222 -3.464 0.879 0.319
C 1.233 -2.336 1.740 -1.263
H 0.297 -2.733 2.142 0.268
H 2.052 -3.005 2.032 0.321
H 1.428 -1.355 2.191 0.211
C 0.091 1.185 -1.730 0.831
C 0.094 2.362 -0.993 0.608
C -0.040 1.282 -3.122 -0.534
C 0.501 3.562 -1.602 -1.007
H 0.442 2.057 0.029 -0.709
C 0.148 2.522 -3.736 -0.796
H -0.302 0.375 -3.676 0.424
C 0.495 3.649 -2.984 -0.484
H 0.842 4.402 -0.991 0.504
H 0.051 2.568 -4.820 0.459
H 0.742 4.574 -3.501 0.447
C 4.127 2.522 3.395 -1.126
N 2.746 2.126 3.642 0.131
C 2.319 2.021 4.923 -0.151
C 1.026 1.672 5.183 -1.174
C 0.184 1.436 4.064 0.822
N 0.602 1.534 2.809 0.020
C 1.891 1.886 2.546 0.220
O 2.341 1.993 1.390 -0.745
N -1.103 1.060 4.267 -0.276
H 4.320 2.459 2.324 0.312
H 4.811 1.861 3.943 0.385
H 4.298 3.550 3.740 0.360
H 3.067 2.225 5.690 0.436
H 0.639 1.570 6.189 0.375
H -1.485 1.014 5.191 0.202
H -1.728 0.950 3.470 0.208
```

gap between HOMO and LUMO (alpha / beta)	5.4 / 5.7	eV
net charge	+1
HOMO level (alpha / beta)	-7.24 / -11.10	eV
2S+1	6



# 2
ORCA calculation (ωB97M-V with the def2-TZVPD basis set) on an isolated molecule of C26H36N4O5 at a distorted geometry.

```
71
Properties=species:S:1:pos:R:3:mulliken_charge:R:1
C 4.051 -3.641 5.421 -1.185
C 3.134 -2.829 4.584 0.233
C 2.670 -1.554 4.708 -0.296
C 1.825 -1.395 3.575 0.498
N 1.805 -2.493 2.852 -0.384
O 2.616 -3.389 3.476 -0.263
N 1.082 -0.306 3.195 0.146
C 1.119 0.930 3.762 0.619
O 1.803 1.224 4.718 -0.667
C 0.204 1.927 3.063 -1.178
C 0.787 2.418 1.730 -0.567
C 0.530 1.449 0.590 0.791
O 0.021 0.351 0.787 -0.829
N 0.884 1.833 -0.651 0.447
C 1.531 3.101 -0.896 -1.678
C 0.552 4.235 -0.986 0.290
C -0.808 4.258 -1.051 0.301
C -1.171 5.629 -1.109 -0.935
C -0.008 6.329 -1.072 -0.517
O 1.047 5.494 -0.995 -0.425
H 0.203 7.379 -1.093 0.493
H -2.163 6.026 -1.169 0.461
H -1.463 3.410 -1.062 0.741
H 2.251 3.313 -0.099 0.550
H 2.111 3.039 -1.820 0.458
C 0.565 0.895 -1.755 2.375
C 0.456 1.603 -3.112 -1.562
H 1.376 2.139 -3.351 0.511
C 0.225 0.583 -4.224 -0.573
C 1.423 -0.355 -4.316 -0.924
C 1.583 -1.115 -3.004 -0.314
C 1.681 -0.160 -1.813 -1.468
H 1.709 -0.720 -0.875 0.309
H 2.627 0.387 -1.887 0.425
H 0.732 -1.786 -2.892 0.192
H 2.487 -1.728 -3.034 0.464
H 1.287 -1.062 -5.136 0.462
H 2.324 0.226 -4.522 0.350
H -0.682 0.011 -4.024 0.226
H 0.089 1.112 -5.170 0.461
H -0.364 2.319 -3.073 0.427
C -0.874 0.380 -1.457 -1.380
O -1.785 1.185 -1.439 -0.736
N -1.056 -0.949 -1.369 0.535
H -0.266 -1.512 -1.096 0.442
C -2.346 -1.513 -1.016 -0.735
C -2.582 -2.795 -1.813 -0.559
C -3.939 -3.396 -1.457 -0.808
C -4.024 -3.678 0.040 -0.659
C -3.784 -2.399 0.837 -0.946
C -2.428 -1.797 0.485 -0.263
H -1.632 -2.492 0.763 0.325
H -2.265 -0.868 1.030 0.072
H -3.825 -2.614 1.907 0.380
H -4.571 -1.677 0.609 0.369
H -3.270 -4.420 0.312 0.324
H -5.004 -4.091 0.284 0.349
H -4.093 -4.318 -2.021 0.387
H -4.728 -2.695 -1.739 0.329
H -2.534 -2.580 -2.882 0.322
H -1.792 -3.514 -1.576 0.347
H -3.095 -0.761 -1.287 0.479
H 1.863 2.571 1.845 0.368
H 0.332 3.376 1.470 0.346
H -0.771 1.470 2.885 0.350
H 0.084 2.779 3.733 0.427
H 0.541 -0.410 2.333 0.113
H 2.875 -0.824 5.460 0.438
H 3.527 -4.510 5.816 0.299
H 4.888 -3.997 4.824 0.313
H 4.422 -3.040 6.245 0.307
```

gap between HOMO and LUMO	9.3	eV
structure (SMILES)	Cc1cc(NC(=O)CCC(=O)N(Cc2ccco2)C2(C(=O)NC3CCCCC3)CCCCC2)no1
energy above the lowest of the compared OMol25 structures with the same formula, charge and spin	0.588	eV
HOMO level	-8.70	eV
2S+1	1



# 3
ORCA calculation (ωB97M-V with the def2-TZVPD basis set) on a cluster of 6 separate species, C26H36N7O in total at a distorted geometry.

```
70
Properties=species:S:1:pos:R:3:mulliken_charge:R:1
C 2.212 5.044 -4.146 -1.325
C 3.546 4.293 -4.113 0.378
O 4.512 4.827 -5.014 -0.548
C 4.167 4.190 -2.670 -0.790
C 4.869 2.855 -2.566 0.281
C 6.175 2.558 -2.535 -0.642
N 6.180 1.164 -2.479 0.019
C 4.978 0.685 -2.470 -0.311
N 4.079 1.712 -2.518 0.071
H 1.410 4.370 -3.819 0.322
H 2.263 5.943 -3.525 0.346
H 2.004 5.277 -5.197 0.366
H 3.343 3.262 -4.462 0.303
H 5.030 4.069 -5.309 0.313
H 3.414 4.315 -1.883 0.345
H 4.889 5.012 -2.605 0.407
H 7.004 3.248 -2.559 0.430
H 7.005 0.575 -2.468 0.245
H 4.664 -0.352 -2.443 0.446
H 3.070 1.723 -2.518 0.327
N 1.662 -0.795 -1.584 0.193
C 1.523 -1.907 -2.383 -0.303
C 0.635 -2.750 -1.778 -0.930
C 0.213 -2.129 -0.570 -0.352
C 0.858 -0.929 -0.479 -1.009
H 2.263 -0.021 -1.783 0.193
H 2.068 -1.999 -3.308 0.374
H 0.319 -3.707 -2.159 0.488
H -0.488 -2.522 0.149 0.806
H 0.820 -0.157 0.272 0.511
N -3.303 1.250 -0.459 -0.005
C -4.083 1.379 0.657 -0.502
C -3.310 1.085 1.749 -0.663
C -2.009 0.771 1.273 -0.184
C -2.037 0.884 -0.092 -0.526
H -3.613 1.401 -1.402 0.190
H -5.118 1.665 0.575 0.434
H -3.639 1.094 2.776 0.415
H -1.153 0.494 1.867 0.448
H -1.269 0.736 -0.831 0.402
N -0.743 -5.477 0.886 0.129
C -1.174 -6.597 0.225 -0.385
C -1.876 -7.365 1.114 -0.580
C -1.874 -6.682 2.360 -0.537
C -1.170 -5.521 2.188 -0.428
H -0.198 -4.738 0.480 0.238
H -0.944 -6.749 -0.817 0.375
H -2.342 -8.312 0.896 0.391
H -2.337 -7.007 3.277 0.410
H -0.936 -4.724 2.875 0.406
N -6.629 3.409 2.049 0.012
C -7.143 4.663 1.852 -0.546
C -8.507 4.574 1.927 -0.386
C -8.830 3.215 2.185 -0.564
C -7.652 2.522 2.258 -0.271
H -5.652 3.177 2.043 0.231
H -6.496 5.505 1.674 0.364
H -9.199 5.393 1.812 0.390
H -9.815 2.795 2.305 0.397
H -7.452 1.479 2.438 0.369
N 2.254 -4.083 3.212 0.051
C 2.890 -4.215 4.416 -0.523
C 3.123 -2.959 4.911 -0.506
C 2.602 -2.031 3.971 -0.467
C 2.070 -2.755 2.935 -0.218
H 1.965 -4.843 2.623 0.218
H 3.121 -5.188 4.815 0.389
H 3.610 -2.731 5.844 0.399
H 2.615 -0.956 4.047 0.401
H 1.580 -2.442 2.028 0.273
```

gap between HOMO and LUMO	5.8	eV
net charge	+1
energy above the lowest of the compared OMol25 structures with the same formula, charge and spin	0.508	eV
HOMO level	-9.42	eV
2S+1	1



no.,electronic energy (Ha),M (u)
1,-1355.6641,598.8
2,-1607.6079,484.6
3,-1470.5598,462.6